Density functional theory data (ωB97M-V/def2-TZVPD) for C3H3ClFNOS in the gas phase in a non-equilibrium geometry.

ORCA input file:
```
! RIJCOSX wB97M-V def2-TZVPD def2/J DEFGRID3
* xyz 0 1
O -2.17520 -1.41935 -0.48850
N -1.02539 -1.00905 0.07277
C -0.60246 0.30159 0.02522
H 0.61943 -2.08508 -0.95781
S -1.37922 1.70330 0.05348
C 0.85504 -0.22509 0.37645
H 0.47664 -2.33342 0.87650
F 1.21920 -0.06766 1.63911
H -2.65320 -0.61230 -0.61805
C 0.29236 -1.63329 0.02737
Cl 1.99773 0.36152 -0.82847
*
```

Output
**LUMO energy**: 0.025 eV
**SMILES string**: ON1C[C@@](F)(Cl)C1=S
**E**: -32769.4732 eV
**Energy above the lowest of the compared OMol25 structures with the same formula, charge and spin**: 259.51 kJ/mol
**E_HOMO**: -9.1 eV